The following is a DFT calculation (ωB97M-V/def2-TZVPD) of C41H28BaCl2IN7O4S as an isolated structure.

Last column: Mulliken charge in e.
Cartesian coordinates (Å):
1 Ba 0.71 -0.57 0.11  2.01
2 Cl 7.35 -3.49 2.10  -0.27
3 C 5.64 -3.36 1.79  0.06
4 C 5.18 -2.30 1.02  -0.50
5 C 3.82 -2.11 0.72  -0.69
6 N 3.37 -0.99 0.00  0.19
7 C 4.20 -0.22 -0.71  -0.03
8 O 5.42 -0.34 -0.92  -0.84
9 C 3.57 1.03 -1.34  0.16
10 C 4.43 2.03 -1.79  -0.49
11 C 3.90 3.16 -2.37  -0.42
12 C 2.52 3.27 -2.52  -0.69
13 C 1.74 2.22 -2.07  -0.60
14 N 2.25 1.14 -1.49  0.32
15 C 2.89 -3.07 1.24  0.08
16 C 3.40 -4.13 2.00  -0.36
17 C 4.74 -4.28 2.29  0.05
18 Cl 5.25 -5.63 3.27  -0.28
19 N 1.50 -2.92 1.09  -0.04
20 C 0.70 -3.98 1.04  -0.05
21 O 0.98 -5.19 0.99  -0.82
22 C -0.81 -3.67 1.04  0.40
23 C -1.67 -4.76 0.93  -0.52
24 C -3.04 -4.55 0.97  -0.45
25 C -3.52 -3.26 1.15  -0.90
26 C -2.60 -2.24 1.26  0.14
27 N -1.28 -2.43 1.20  0.15
28 H 5.89 -1.60 0.61  0.64
29 H 5.49 1.88 -1.67  0.48
30 H 4.55 3.96 -2.71  0.38
31 H 2.07 4.14 -2.98  0.39
32 H 0.66 2.23 -2.18  0.53
33 H 2.70 -4.86 2.38  0.52
34 H -1.23 -5.74 0.80  0.46
35 H -3.72 -5.39 0.87  0.38
36 H -4.58 -3.05 1.19  0.46
37 H -2.93 -1.21 1.39  0.16
38 C 2.71 3.21 1.93  -0.84
39 C 1.50 3.19 2.81  0.76
40 N 1.39 4.06 3.80  -0.73
41 C 0.30 4.02 4.58  -0.88
42 C -0.74 3.14 4.41  1.12
43 C -1.87 3.16 5.42  -0.88
44 O -2.59 4.38 5.44  -0.54
45 C -0.67 2.23 3.34  0.22
46 C -1.65 1.19 2.99  -0.77
47 N -2.91 1.25 2.85  -0.22
48 C -3.67 2.42 3.01  -0.35
49 C -4.68 2.40 3.98  -0.05
50 C -5.52 3.47 4.17  -0.57
51 C -5.39 4.61 3.38  -0.60
52 C -4.43 4.64 2.39  -0.59
53 C -3.57 3.56 2.19  0.11
54 I -2.25 3.65 0.59  0.26
55 C 0.49 2.23 2.52  -0.33
56 O 0.60 1.44 1.50  -0.68
57 H 3.40 3.99 2.27  0.39
58 H 2.43 3.39 0.89  0.10
59 H 3.21 2.24 1.95  0.22
60 H 0.27 4.73 5.40  0.40
61 H -1.45 3.06 6.42  0.48
62 H -2.54 2.31 5.26  0.30
63 H -2.90 4.56 4.54  0.40
64 H -1.22 0.20 2.80  0.70
65 H -4.78 1.50 4.58  0.41
66 H -6.28 3.43 4.95  0.36
67 H -6.04 5.46 3.53  0.36
68 H -4.33 5.50 1.75  0.38
69 S -1.95 -1.80 -4.58  -0.38
70 C -0.25 -1.87 -4.69  -0.45
71 C 0.35 -1.43 -3.55  -0.71
72 C -0.54 -0.97 -2.51  0.06
73 C -1.83 -1.13 -2.95  -0.17
74 C -3.06 -0.87 -2.20  0.66
75 C -4.28 -1.44 -2.58  -0.93
76 C -5.42 -1.20 -1.83  -0.44
77 C -5.32 -0.40 -0.70  -1.11
78 C -4.07 0.12 -0.39  -0.13
79 N -2.97 -0.10 -1.10  0.18
80 H 0.23 -2.24 -5.59  0.44
81 H 1.43 -1.41 -3.45  0.36
82 H -4.32 -2.09 -3.44  0.28
83 H -6.36 -1.64 -2.11  0.38
84 H -6.18 -0.18 -0.07  0.45
85 H -3.94 0.73 0.50  0.56

## Properties
Energy relative to the best compared isomer or geometry (same formula, charge and spin): 2.37 kJ/mol
Total charge: -2
E_tot: -3905.420158 Ha
Gap between HOMO and LUMO: 5.86 eV